C26H33AsF6N4O3PSZn as an isolated structure in a non-equilibrium geometry, computed with ωB97M-V/def2-TZVPD.

Each line ends with the Löwdin spin population.
Positions of all 76 atoms, in Å:
Zn -0.50959 -1.45858 -0.49771  0.083
N 2.34251 -1.01128 -3.82451  0.003
C 1.59801 -1.17618 -2.71001  0.006
S -0.05069 -1.59688 -2.94441  0.069
N 2.21151 -0.99868 -1.56711  0.003
N 1.50321 -1.02838 -0.45051  -0.003
C 2.05011 -1.28688 0.69099  0.003
C 3.47521 -1.63058 0.84319  0.000
C 4.48111 -0.71148 0.57789  0.000
C 5.80491 -1.08368 0.72789  0.000
C 6.12331 -2.37118 1.12799  0.000
C 5.12071 -3.29738 1.37079  0.000
C 3.79611 -2.92888 1.23359  0.000
C 1.17381 -1.39778 1.84819  0.002
C 1.68771 -1.60298 3.13159  0.001
C 0.81761 -1.74198 4.19449  0.000
C -0.54699 -1.66808 3.95499  0.001
C -0.97639 -1.48038 2.65069  0.001
N -0.14539 -1.33708 1.63139  0.022
H 1.97151 -1.36568 -4.68971  0.001
H 3.34281 -0.94018 -3.71991  0.000
H 4.21701 0.28662 0.26249  0.000
H 6.59251 -0.37048 0.52959  0.000
H 7.15961 -2.65328 1.23899  0.000
H 5.37681 -4.30268 1.67009  0.000
H 2.99711 -3.63898 1.39859  0.000
H 2.75351 -1.65968 3.27649  0.000
H 1.19741 -1.90488 5.19339  0.000
H -1.26859 -1.77688 4.75049  0.000
H -2.02929 -1.46898 2.40929  0.000
C -0.26649 4.77162 1.80249  0.000
C 1.02641 4.48452 1.05089  0.000
O 0.79471 3.93462 -0.23051  0.000
P 0.08781 2.42722 -0.37051  0.000
O -1.49539 2.77332 -0.35791  0.008
C -2.14719 3.64662 -1.27811  0.001
C -3.58809 3.81222 -0.82141  0.000
O 0.24371 2.29352 -1.97871  0.000
C 1.47111 2.19872 -2.67901  0.000
C 1.86121 3.55542 -3.24731  0.000
H -0.04609 5.26462 2.74569  0.000
H -0.79469 3.83952 1.99319  0.000
H -0.90989 5.41412 1.20609  0.000
H 1.65451 3.80672 1.64239  0.000
H 1.58261 5.41162 0.87209  0.000
H -2.11079 3.20972 -2.28161  0.000
H -1.62559 4.61072 -1.30641  0.000
H -4.10399 2.85452 -0.85341  0.000
H -4.10269 4.51472 -1.47051  0.000
H -3.61669 4.18492 0.19979  0.000
H 1.30221 1.47722 -3.48541  0.000
H 2.26021 1.81542 -2.02511  0.000
H 1.07071 3.92782 -3.89651  0.000
H 2.78481 3.46922 -3.81291  0.000
H 2.00361 4.26212 -2.43311  0.000
F -1.73639 -3.21028 0.28239  0.003
As -0.61119 -4.64278 0.20709  0.000
F 0.59561 -3.56028 -0.53881  0.000
F -1.27239 -4.95928 -1.35951  0.000
F 0.54631 -5.93348 0.09649  0.000
F -1.79999 -5.62488 0.99609  0.000
F 0.04221 -4.16078 1.77429  0.000
C -2.15639 -0.05348 -0.62031  0.388
C -3.47069 -0.58568 -0.43731  0.048
C -4.10249 -0.49498 0.81909  0.100
C -5.42439 -0.84098 0.97379  -0.007
C -6.15549 -1.30258 -0.11371  0.126
C -5.54259 -1.43868 -1.35431  -0.008
C -4.21749 -1.10018 -1.51611  0.101
H -1.83059 0.60042 0.17789  0.022
H -1.97189 0.35632 -1.60581  0.017
H -3.54139 -0.09588 1.64949  0.003
H -5.90229 -0.74578 1.93749  -0.003
H -7.19959 -1.54848 0.00529  0.007
H -6.11899 -1.80388 -2.19181  -0.003
H -3.73289 -1.21188 -2.47491  0.004

Computed properties:
HOMO energy (alpha / beta)   -7.97 / -7.97 eV
Orbital gap (alpha / beta)   7.43 / 5.60 eV
Expectation value of S²   0.779
Spin multiplicity   2